# 1
{
  "formula": "C2H6ClN3O",
  "method": "ωB97M-V with the def2-TZVPD basis set",
  "e_above_lowest_kcal_mol": 13.6,
  "total_charge": 0,
  "lumo_energy_ev": 0.8,
  "smiles": "N/N=C(\\CCl)NO",
  "species": ["N", "N", "C", "C", "Cl", "N", "O", "H", "H", "H", "H", "H", "H"],
  "positions_angstrom": [[-0.9651, -1.9899, 0.6940], [-0.8774, -1.3206, -0.5217], [-0.0813, -0.3199, -0.5664], [0.8196, 0.1181, 0.5421], [-0.0744, 1.0683, 1.7865], [-0.0947, 0.4655, -1.7306], [1.2040, 0.6648, -2.2251], [-1.7434, -2.6017, 0.6577], [-1.0585, -1.3683, 1.4633], [1.2712, -0.7576, 1.0489], [1.6368, 0.7633, 0.1521], [-0.6404, -0.0329, -2.4565], [1.2975, 1.6423, -2.3822]],
  "nbo_charge": [-0.653, -0.265, 0.299, -0.450, -0.070, -0.330, -0.581, 0.364, 0.353, 0.244, 0.247, 0.366, 0.474]
}

***

# 2
{
  "formula": "C4H6N2O",
  "method": "ωB97M-V with the def2-TZVPD basis set",
  "e_above_lowest_kcal_mol": 95.1,
  "total_charge": 0,
  "lumo_energy_ev": [0.1, 0.1],
  "species": ["N", "C", "C", "N", "C", "O", "C", "H", "H", "H", "H", "H", "H"],
  "positions_angstrom": [[1.3658, 0.9499, -1.1129], [0.3370, 0.4341, -0.3155], [-0.3687, 1.4769, 0.4691], [-1.1753, 1.2116, 1.4140], [-1.0830, -1.6513, 0.2019], [-0.5515, -2.8501, 0.4630], [-0.0007, -0.8775, -0.3772], [1.9761, 1.6122, -0.6488], [1.9133, 0.2318, -1.5687], [-0.1506, 2.5025, 0.1289], [-1.6026, 2.0763, 1.7550], [-1.2691, -3.4581, 0.6830], [0.5018, -1.5204, -1.1035]],
  "nbo_charge": [-0.790, 0.162, 0.071, -0.545, 0.238, -0.670, -0.417, 0.377, 0.381, 0.160, 0.338, 0.495, 0.200]
}

***

# 3
{
  "formula": "C24H56N8O18S2",
  "method": "ωB97M-V with the def2-TZVPD basis set",
  "total_charge": 0,
  "lumo_energy_ev": -0.3,
  "species": ["C", "N", "O", "O", "H", "H", "H", "C", "N", "O", "O", "H", "H", "H", "C", "C", "O", "S", "O", "O", "O", "H", "H", "H", "H", "C", "C", "O", "S", "O", "O", "O", "H", "H", "H", "H", "C", "O", "N", "C", "C", "H", "H", "H", "H", "H", "H", "H", "C", "O", "N", "C", "C", "H", "H", "H", "H", "H", "H", "H", "C", "O", "N", "C", "C", "H", "H", "H", "H", "H", "H", "H", "C", "O", "N", "C", "C", "H", "H", "H", "H", "H", "H", "H", "C", "O", "N", "C", "C", "H", "H", "H", "H", "H", "H", "H", "C", "O", "N", "C", "C", "H", "H", "H", "H", "H", "H", "H"],
  "positions_angstrom": [[21.9776, 0.7703, -23.2323], [20.7234, 1.4229, -22.7690], [20.0379, 0.8365, -21.9527], [20.4992, 2.5406, -23.1787], [21.6823, 0.0611, -24.0003], [22.3795, 0.2642, -22.3581], [22.7205, 1.4765, -23.5776], [19.5439, -2.2899, -17.0648], [20.1630, -0.9692, -17.3476], [21.3668, -0.9262, -17.5115], [19.4044, -0.0445, -17.5294], [19.0750, -2.3288, -16.0875], [20.2224, -3.1222, -17.2103], [18.7547, -2.3692, -17.8134], [21.2784, -4.4829, -13.1974], [22.4046, -5.5319, -13.1481], [23.1650, -5.3644, -14.3399], [22.8461, -3.9281, -14.9635], [22.9134, -3.9182, -16.3730], [23.5767, -2.9622, -14.2346], [21.3213, -3.9891, -14.5434], [21.4998, -3.6533, -12.5241], [20.2715, -4.8158, -12.9682], [22.1239, -6.5730, -13.0164], [23.0317, -5.2909, -12.2851], [24.5310, -0.8453, -18.5715], [24.7968, -0.4875, -17.1265], [26.1274, 0.0242, -17.1382], [27.0123, -0.8238, -18.1516], [27.7159, -1.8406, -17.4750], [27.7389, 0.0445, -18.9923], [25.7898, -1.4297, -18.9790], [24.4174, 0.0594, -19.1710], [23.7294, -1.5647, -18.6886], [24.7814, -1.3973, -16.5178], [24.0714, 0.2074, -16.7160], [23.7045, -3.3115, -21.5369], [23.9290, -2.6730, -22.5581], [22.5449, -3.2205, -20.8678], [22.3366, -3.9805, -19.6442], [21.4420, -2.4180, -21.3144], [24.4346, -3.9461, -21.0148], [21.6204, -3.4736, -18.9906], [23.2938, -4.0614, -19.1393], [21.8590, -4.9462, -19.8209], [21.6883, -1.8489, -22.2055], [20.5789, -3.0490, -21.5258], [21.1812, -1.6828, -20.5460], [23.7709, -6.9936, -17.9952], [23.4195, -6.8529, -19.1434], [23.4456, -8.0439, -17.2033], [24.1372, -8.2771, -15.9540], [22.5169, -9.0383, -17.6338], [24.4309, -6.2813, -17.4681], [24.9580, -7.5702, -15.8449], [24.5650, -9.2829, -15.9766], [23.4905, -8.1859, -15.0772], [21.8764, -8.6615, -18.4296], [22.9314, -10.0026, -17.9455], [21.8135, -9.2877, -16.8255], [22.1422, -6.4620, -23.0792], [22.5727, -6.3573, -21.9564], [20.8272, -6.3746, -23.4070], [20.3480, -6.4885, -24.7671], [19.8573, -6.1477, -22.3625], [22.7592, -6.6957, -23.9666], [21.1935, -6.4877, -25.4526], [19.6661, -5.6798, -25.0278], [19.8200, -7.4413, -24.8673], [19.7944, -5.0812, -22.1656], [18.8708, -6.5507, -22.5929], [20.1812, -6.7221, -21.4931], [29.0563, -0.7902, -23.4718], [29.6202, -0.4857, -24.5063], [27.7381, -1.0139, -23.3319], [27.1003, -1.5055, -22.1154], [26.7770, -0.7311, -24.3732], [29.5720, -0.8729, -22.4965], [26.4558, -0.6890, -21.7880], [27.8346, -1.7425, -21.3474], [26.5605, -2.4223, -22.3434], [26.3106, 0.2428, -24.1818], [27.1781, -0.7647, -25.3815], [25.9803, -1.4702, -24.2842], [26.0055, -5.1427, -23.8639], [26.5724, -6.0137, -23.2382], [26.4970, -4.5237, -24.9613], [25.6862, -3.7034, -25.8374], [27.8188, -4.8456, -25.4395], [24.9614, -4.8632, -23.6443], [26.1975, -2.7586, -26.0023], [24.6574, -3.5424, -25.5190], [25.5753, -4.2243, -26.7989], [28.2128, -5.6824, -24.8753], [27.8231, -5.0078, -26.5191], [28.4643, -3.9674, -25.3007], [15.3535, -3.6021, -19.6099], [14.9536, -4.6601, -19.1736], [16.3582, -3.4648, -20.5122], [17.0883, -2.2162, -20.6557], [16.8650, -4.6212, -21.2100], [14.9613, -2.6216, -19.2937], [18.1488, -2.4529, -20.6129], [16.8842, -1.5259, -19.8383], [16.8289, -1.7251, -21.5935], [17.7925, -4.9877, -20.7592], [16.1290, -5.4106, -21.0416], [16.9433, -4.5219, -22.2927]],
  "lowdin_charge": [0.044, -0.450, 0.051, 0.074, 0.106, 0.083, 0.097, 0.049, -0.433, 0.055, 0.081, 0.103, 0.075, 0.089, -0.144, -0.155, -0.192, 0.571, -0.211, -0.198, -0.196, 0.128, 0.135, 0.130, 0.132, -0.139, -0.166, -0.174, 0.564, -0.208, -0.220, -0.208, 0.139, 0.108, 0.125, 0.137, -0.330, -0.027, -0.168, -0.056, -0.043, 0.153, 0.062, 0.079, 0.076, 0.060, 0.072, 0.088, -0.329, 0.026, -0.195, -0.061, -0.065, 0.135, 0.087, 0.092, 0.076, 0.087, 0.094, 0.089, -0.331, 0.028, -0.197, -0.059, -0.057, 0.137, 0.082, 0.087, 0.090, 0.066, 0.087, 0.096, -0.353, 0.000, -0.185, -0.046, -0.054, 0.137, 0.091, 0.086, 0.073, 0.095, 0.085, 0.060, -0.351, 0.013, -0.188, -0.065, -0.040, 0.114, 0.063, 0.088, 0.089, 0.085, 0.087, 0.093, -0.346, 0.018, -0.200, -0.050, -0.062, 0.136, 0.071, 0.085, 0.092, 0.082, 0.088, 0.092]
}